A molecular structure, C43H58BrHfN4. Source: the OMol25 dataset; level of theory: ωB97M-V/def2-TZVPD.

Gap between HOMO and LUMO in eV: 6.317

```
! wB97M-V def2-TZVPD RIJCOSX def2/J DEFGRID3
* xyz 1 1
Hf 0.1147 -0.4365 0.1782
Br -1.6948 -6.0904 -0.9237
N -0.2893 0.9287 -1.3148
N -1.4126 0.4265 1.2260
N 1.8197 -0.9445 1.2679
N -0.9925 -2.0617 -1.0497
C 1.8338 -2.2914 1.8761
C -1.7182 -1.6536 -2.1098
C 4.2255 -0.2378 1.5049
C -1.7203 -4.2976 -1.4622
C -0.9438 1.9594 -0.5759
C 2.0952 -0.4773 -2.4333
C 0.1181 1.1902 -2.6466
C 4.7788 2.0096 0.8205
C 6.5957 0.5326 1.7343
C 3.0193 3.5361 -0.1704
C 0.5117 1.7338 3.2060
C -4.0409 -2.6741 0.8251
C -3.6600 -0.6276 4.6399
C 0.3921 -2.5342 2.3636
C -2.4532 -3.8810 -2.5607
C 1.0798 1.9102 -5.1721
C 5.1632 0.7841 1.3461
C 1.3230 0.6330 -3.1299
C 2.8938 -0.0482 1.1452
C -2.4501 -2.5345 -2.8795
C 3.4646 2.2250 0.4145
C -1.4930 1.7109 0.6260
C -3.2878 -0.7175 2.2600
C -2.1583 2.2607 -3.2494
C -2.6046 0.2533 4.7625
C 3.5923 -0.2089 -2.2906
C 1.8619 -1.8133 -3.1489
C -2.1759 0.1420 2.4068
C 2.7140 -2.4480 3.1216
C 1.7895 1.0264 -4.3787
C -0.1660 2.3310 -4.7496
C 2.5610 1.1880 0.5692
C -3.7980 -1.1678 0.9038
C -0.7889 1.7249 3.9977
C -1.4216 3.1214 3.9959
C -4.0037 -1.0995 3.3870
C -1.0075 -3.3672 -0.7340
C 2.2743 -3.3122 0.8213
C -1.8394 0.6649 3.6677
C -0.6889 1.9521 -3.5162
C -2.4525 3.7607 -3.2026
C -3.0360 1.5815 -4.3088
C -5.0692 -0.3898 0.5493
H -0.7691 2.9479 -5.4060
H 1.2410 2.3623 3.7225
H -0.7247 3.8530 4.4116
H 1.4713 2.2227 -6.1318
H -0.4304 -3.6861 0.1215
H -2.8163 0.5120 -4.3802
H -1.9976 2.4798 1.1940
H -0.5074 1.5132 5.0320
H 1.7291 -0.6268 -1.4052
H 4.5685 -1.1748 1.9131
H -5.4434 -0.6859 -0.4347
H 2.6322 -1.5768 3.7743
H 7.1615 1.4617 1.7871
H -3.1480 -3.2494 1.0932
H -4.8560 -1.7606 3.2787
H 2.2619 3.3861 -0.9440
H -2.8782 2.0102 -5.3002
H -2.2346 4.2291 -4.1655
H 3.8547 4.0768 -0.6133
H 2.2682 -4.3350 1.2080
H 2.2739 -1.7688 -4.1578
H -1.6660 3.4444 2.9814
H 4.0554 -0.9797 -1.6696
H 2.5831 4.1741 0.6023
H 3.2891 -3.0777 0.4930
H 1.5558 1.4295 0.1906
H 0.1910 -1.9500 3.2623
H 2.3792 -3.3240 3.6824
H -0.4378 -2.2613 1.6774
H 2.7274 0.6229 -4.7433
H -2.3528 0.6488 5.7411
H 4.0776 -0.2393 -3.2671
H -2.3383 3.1469 4.5875
H -1.8514 4.2757 -2.4502
H 3.7886 0.7605 -1.8356
H -3.0103 -2.1580 -3.7246
H -4.8421 -2.9941 1.4939
H 0.7996 -2.0461 -3.2440
H -0.9254 2.9596 -0.9846
H 6.6625 0.0367 2.7038
H 2.3601 -2.6295 -2.6176
H 5.5127 2.8012 0.7136
H -3.5059 3.9406 -2.9786
H 3.7585 -2.6168 2.8780
H 0.2150 -3.5921 2.5682
H 0.9467 0.7399 3.1129
H -2.4434 1.8292 -2.2915
H -4.8758 0.6850 0.5329
H 7.0841 -0.1139 1.0014
H -3.0567 -0.9049 0.1612
H 1.6414 -3.2765 -0.0719
H -4.3418 -2.9553 -0.1886
H -4.0930 1.7007 -4.0592
H -1.6902 -0.5957 -2.3249
H -3.0159 -4.5980 -3.1449
H 0.3885 2.1592 2.2096
H -4.2220 -0.9304 5.5148
H -5.8593 -0.5750 1.2808
*
```